DFT (wB97M-V/def2-TZVPD) results for 13 unconnected molecules or ions with the total composition C46H125N7O13 in a non-equilibrium geometry.

Positions of all 191 atoms, in Å:
O 19.26400 12.17319 15.15977
O 14.67234 15.35599 15.42361
O 19.86456 21.15106 15.59766
O 10.84712 18.16012 15.72035
O 12.76762 13.65637 9.85957
O 11.81915 15.86336 19.20746
O 17.41435 16.21681 19.76531
O 13.77395 11.21185 14.26480
O 16.57932 19.01651 9.77853
O 18.85663 20.40566 12.87858
O 21.13306 13.14176 13.05035
O 16.38149 21.00409 14.43448
O 21.43957 15.31443 17.50320
N 12.58656 16.07338 13.24111
N 13.78102 16.72073 10.22754
N 13.10359 7.74384 15.21708
N 15.52223 12.00422 11.58414
N 14.28543 15.82836 18.19577
N 21.94126 17.60317 19.27085
N 19.31181 18.05173 22.34675
C 11.33746 13.55151 9.81555
C 19.55323 19.52158 11.93580
C 13.38682 12.65660 10.69399
C 18.55400 16.91605 21.83495
C 11.77306 18.38141 13.01668
C 12.39500 17.09457 18.92481
C 13.83506 8.83088 14.53133
C 18.00986 14.94248 19.47865
C 17.86985 11.08621 13.60398
C 17.26663 16.71101 22.60508
C 14.86459 12.96793 10.73947
C 21.99518 17.58471 17.80855
C 21.78149 15.07680 11.92462
C 14.53209 18.19875 18.29506
C 18.93622 19.02248 15.93983
C 15.55037 12.92986 9.38328
C 11.91059 15.57720 20.59055
C 9.70019 18.10528 16.50176
C 15.12553 17.06443 9.91966
C 13.58748 8.67222 13.03533
C 11.14656 16.94613 15.03854
C 15.33067 18.57450 10.28683
C 15.94548 15.71992 13.41513
C 17.67892 10.82805 16.12071
C 18.78744 18.17629 11.88587
C 15.21525 22.96224 13.58847
C 18.29946 17.19368 20.37887
C 17.00853 15.97834 15.65238
C 21.07922 16.59702 17.08479
C 13.91708 17.00645 19.00208
C 12.20564 17.29192 13.96084
C 18.84854 20.70456 17.74113
C 15.72505 16.11868 14.83348
C 17.91068 11.76341 14.94935
C 20.71827 14.29368 16.84297
C 13.37296 10.16560 15.18186
C 18.79453 20.51961 16.24798
C 13.91054 12.38395 15.07526
C 15.31224 16.77760 8.44087
C 20.95828 19.41246 12.41874
C 20.65645 14.08901 12.14965
C 16.64313 20.43632 9.79368
C 13.96839 20.77523 13.95155
C 19.47505 14.79290 12.74657
C 23.47824 17.33156 17.38615
C 15.12395 21.68572 14.40946
H 18.39554 14.44540 20.41918
H 18.58097 18.69788 14.95779
H 10.99991 12.55819 9.47306
H 17.31530 14.29100 18.95889
H 18.40912 10.01731 16.12162
H 8.75798 17.85938 15.96596
H 13.89089 18.35315 17.41091
H 19.29582 17.20461 19.89639
H 17.33549 12.75316 14.92073
H 17.92116 16.45763 15.18338
H 12.05786 17.43782 17.95322
H 16.56593 13.32359 9.43828
H 11.01796 15.03538 20.87685
H 18.66789 10.32804 13.53955
H 12.87728 15.30692 13.90118
H 11.79157 15.62884 12.77367
H 18.58237 17.90245 12.92302
H 12.97319 12.72962 11.70392
H 21.47834 20.34395 12.32988
H 15.27561 18.72076 11.31285
H 21.28583 16.67782 15.97629
H 19.06444 15.89024 21.94098
H 17.71043 20.63717 9.48476
H 11.89351 16.57128 21.07977
H 18.84461 15.16835 18.79565
H 13.94832 14.94410 18.65109
H 10.16459 16.66882 14.57977
H 19.58684 20.11603 18.21473
H 14.90243 15.79874 8.10470
H 14.10185 20.31386 12.96903
H 14.75074 17.55245 7.88927
H 24.15971 18.16410 17.55478
H 16.67750 10.34826 16.06701
H 21.06686 13.35164 17.27968
H 22.32092 15.38730 12.84205
H 14.27547 13.25985 14.49518
H 20.01203 16.85555 17.18881
H 21.15646 18.10368 19.61123
H 15.58093 18.10256 18.04754
H 12.08554 17.85697 19.64864
H 9.45640 19.05682 16.94023
H 21.47553 15.91598 11.32133
H 13.82712 7.65904 12.66747
H 23.90386 16.45948 17.91769
H 11.04686 17.95125 12.31458
H 14.52884 12.23184 15.92776
H 16.44330 20.79368 10.84995
H 10.95047 14.35968 9.23187
H 19.51979 19.93242 10.90348
H 14.83921 22.00569 15.42630
H 16.43282 14.76027 13.33861
H 16.83832 16.51341 16.62333
H 12.55155 18.82736 12.41761
H 19.70825 12.23068 14.31638
H 15.54954 22.86846 12.51891
H 15.01382 13.58700 8.71475
H 16.68262 15.95486 22.10944
H 16.51619 12.05528 11.61694
H 9.81009 17.27599 17.30294
H 18.97300 15.39258 11.97591
H 12.28171 10.11898 15.33373
H 18.34978 18.53073 16.67019
H 14.52399 15.55443 16.35346
H 13.21863 11.67736 10.28306
H 17.79214 18.14910 20.18213
H 17.73036 11.36553 17.07351
H 14.93330 14.03189 11.12298
H 18.10340 11.74750 12.76256
H 15.53155 11.98047 8.88476
H 21.66859 18.56395 17.42330
H 16.87006 20.94398 13.60088
H 14.43692 19.13567 18.86561
H 17.45641 16.41370 23.60830
H 15.17057 11.89458 12.54119
H 21.79661 12.61696 12.55845
H 13.91870 19.94579 14.69534
H 20.79980 14.22280 15.75798
H 17.90564 20.44637 18.23214
H 16.92105 10.59899 13.44150
H 19.83776 22.08189 15.78537
H 12.89822 12.74256 15.42051
H 14.18235 9.37805 12.42061
H 11.28462 19.21137 13.55066
H 16.37474 16.80504 8.14192
H 14.58810 19.20445 9.79686
H 18.84318 14.02542 13.21946
H 19.35827 17.47314 11.29944
H 15.97280 23.63916 14.03224
H 15.87333 16.52600 10.54928
H 13.59328 16.87501 11.19964
H 21.44185 18.63680 11.80132
H 12.51765 8.75951 12.86503
H 10.95427 13.71016 10.87701
H 19.13034 21.71021 17.95820
H 13.07387 17.66809 14.40451
H 17.17612 14.93785 15.87065
H 16.54939 16.53802 12.92208
H 14.97882 8.77572 14.71726
H 17.83704 18.52342 11.40028
H 14.25570 23.53881 13.48557
H 12.79105 15.07415 20.88344
H 19.78061 15.49662 13.51696
H 16.68111 17.61364 22.54099
H 15.27175 15.77888 18.39519
H 11.54568 16.13183 15.66466
H 13.08450 21.41662 13.90734
H 15.97554 20.92804 9.08840
H 20.39206 13.59218 11.20512
H 23.60032 17.23509 16.32967
H 22.63754 14.64458 11.41557
H 21.92280 16.68257 19.64288
H 19.99649 18.77842 16.01329
H 21.04620 19.11759 13.45870
H 20.06594 18.17487 21.71319
H 17.84704 20.98099 15.88901
H 19.61819 14.36491 16.97607
H 19.59950 17.81005 23.29564
H 19.33772 20.50329 13.73188
H 13.49139 6.88020 14.79458
H 13.88592 10.21329 16.15467
H 13.33191 7.61100 16.19740
H 15.46598 17.17904 14.88298
H 14.96620 15.59204 12.94093
H 13.55366 15.76718 9.95649
H 14.22963 16.86097 20.05320

Cartesian forces, eV/Å:
0.3 0.3 0.5
0.2 -0.5 -1.3
1.0 -0.1 -0.7
0.5 0.1 0.3
-0.5 -0.5 0.0
-0.5 -0.6 0.2
0.2 0.0 0.2
0.0 0.2 2.2
-0.3 0.4 -0.1
-0.2 0.0 -0.6
0.6 -1.9 0.4
-0.6 0.1 0.9
-0.7 -0.4 -0.2
0.0 -1.6 0.4
-0.8 0.1 0.0
0.8 -1.2 -0.8
-0.7 -0.9 1.0
0.4 -1.3 1.1
0.5 0.4 -0.8
-1.1 -0.9 0.7
0.7 -0.4 2.2
-0.8 0.0 1.2
-0.3 1.2 -0.5
-0.3 -1.3 0.6
-1.5 0.1 -0.4
0.7 0.8 0.3
1.3 -0.1 1.1
1.2 0.9 0.8
0.3 -0.6 -0.3
0.0 0.5 -1.1
0.7 0.9 0.3
0.9 0.4 -0.6
1.3 0.1 -0.2
-1.0 1.0 0.3
-0.1 1.1 -0.8
-0.5 1.0 -0.2
-1.5 1.7 -0.2
-0.9 -2.1 1.2
0.8 0.6 0.2
0.2 0.1 -0.2
-0.5 1.2 -1.0
0.2 -1.1 -3.2
-0.4 0.7 -0.8
-1.7 -0.2 0.0
-0.7 2.6 0.1
0.2 1.5 -1.1
-0.5 -1.0 -1.1
0.3 1.4 0.7
0.8 0.3 -1.0
-0.5 -0.4 -0.6
-1.3 -1.2 -0.3
-0.6 0.1 0.1
0.5 0.4 1.2
1.1 1.2 -0.1
-0.7 -0.7 0.4
0.5 -1.3 -2.0
-1.2 -0.7 0.0
-1.7 1.7 -1.5
0.5 0.2 -0.8
0.7 -1.1 -0.7
0.7 1.3 -0.5
1.8 -0.4 0.9
0.8 -0.2 0.6
-0.5 -0.3 0.1
-0.1 0.2 0.7
-0.3 -0.1 -1.4
-0.4 0.4 -1.0
0.0 0.3 0.0
0.1 0.4 -0.1
-0.3 0.1 0.1
0.1 0.2 -0.1
0.6 -0.2 -0.4
0.7 0.0 -0.1
-0.5 -0.1 -0.3
-0.1 -1.6 0.3
-1.1 -0.7 0.3
0.1 -0.2 -0.4
0.1 -0.2 0.1
0.0 -0.3 0.1
-0.3 0.0 0.3
0.1 1.4 -0.5
0.0 0.6 -0.1
0.2 -0.5 -0.2
-0.1 -0.2 0.1
0.4 0.6 -0.2
-0.1 0.2 2.3
-0.2 0.1 0.7
0.0 1.4 -0.4
-1.2 0.3 0.5
0.0 -0.6 0.4
0.0 -0.5 0.3
-0.1 1.2 -0.6
0.8 -0.5 -0.1
1.1 -0.9 0.4
0.2 0.5 0.6
0.3 0.3 0.0
0.3 -0.3 0.0
-0.3 0.3 0.8
0.4 0.3 0.0
-0.2 0.1 -0.2
-1.1 0.2 0.0
0.1 -0.9 0.1
0.1 -0.4 0.4
-0.8 0.5 0.2
0.2 -0.3 -0.2
-0.3 0.1 0.1
0.6 0.5 0.4
-0.1 0.5 0.0
0.2 0.2 0.4
-0.4 0.3 -0.4
-0.1 0.2 0.0
0.7 -0.2 0.7
0.3 0.0 -1.1
-0.1 0.3 -0.6
0.0 0.3 0.8
0.7 -0.3 -0.1
0.5 -0.3 0.0
0.3 -0.5 -0.6
0.5 -0.2 -0.1
0.5 0.3 -0.4
-0.2 -0.6 0.9
-0.1 0.4 -0.2
-0.2 -0.5 -0.1
0.4 0.3 -0.2
-0.2 1.4 -0.9
-0.2 -0.5 0.3
0.2 0.3 -0.1
-0.4 -1.0 0.8
0.0 0.5 0.7
-0.2 -0.7 -0.2
0.2 -0.1 0.4
0.1 -0.1 -0.2
0.0 -0.8 -0.3
-0.2 0.3 0.3
0.1 -0.8 0.2
0.3 0.0 0.3
-0.3 0.2 -0.2
0.0 -0.3 0.1
0.1 -0.1 0.9
0.0 0.3 -0.6
-0.4 0.3 0.7
-0.5 0.6 -0.5
0.7 0.4 -0.2
-0.1 0.2 -0.2
-0.4 -0.2 -0.3
0.0 0.7 0.0
0.7 -0.5 0.0
-0.6 -0.2 0.4
0.1 -0.4 -0.1
-0.5 0.1 0.1
-0.6 -0.3 0.0
-0.3 0.5 -0.3
-0.2 -0.4 -0.1
-0.5 -0.3 -0.1
-0.1 0.0 -0.4
-0.4 -0.4 0.6
0.3 0.4 0.3
-0.1 0.4 -0.3
0.2 -0.3 -1.1
-0.2 1.0 0.4
1.5 0.2 1.3
0.3 -0.5 0.0
-0.6 -1.1 0.2
-1.5 0.0 -0.3
0.7 -1.2 0.3
0.7 -0.6 0.5
1.1 -0.8 0.2
0.2 0.0 0.2
-0.3 0.5 0.4
0.8 -0.3 -0.4
-0.3 0.3 0.2
-0.2 -0.5 0.2
-0.3 -0.1 -0.1
-0.1 0.2 0.0
-0.3 -0.7 -0.9
0.0 -0.5 -0.7
0.0 -0.9 0.3
-0.1 -0.1 0.2
-0.3 -0.3 0.3
1.2 0.4 0.1
0.6 -0.7 0.1
0.4 0.1 0.3
0.5 0.5 -0.5
-0.1 -0.1 -0.8
-0.7 0.5 0.3
-0.2 0.4 -0.2
0.1 0.6 0.1
-0.3 0.2 -0.2
0.2 0.4 -0.3
0.0 0.1 0.3
0.0 0.4 -0.3

Its gap between HOMO and LUMO is 8.8 eV. For the total energy, the calculation gives -3188.82359 Eh. As for the total charge: 0.